Arrangement A

The following is a DFT calculation (ωB97M-V with the def2-TZVPD basis set) of a molecular structure, C2H8N4.

## Properties
Gap between HOMO and LUMO   8.66 eV
Lowest unoccupied orbital energy   0.69 eV

Cartesian coordinates (Å):
C1 -1.663 0.619 0.747
C2 -0.085 -0.147 -1.728
N1 -0.659 0.956 -0.244
N2 2.054 -0.900 0.889
N3 0.562 0.420 -0.028
N4 0.769 -0.321 0.969
H1 2.746 -0.237 0.542
H2 2.311 -1.181 1.826
H3 -2.585 1.139 0.489
H4 -1.333 0.939 1.742
H5 -1.824 -0.466 0.819
H6 0.581 -1.010 -1.725
H7 0.234 0.647 -2.386
H8 -1.109 -0.457 -1.913

---

Arrangement B

The following is a DFT calculation (ωB97M-V with the def2-TZVPD basis set) of 3 unconnected molecules or ions with the total composition C2H8N4.

## Properties
Gap between HOMO and LUMO (alpha / beta)   7.85 / 7.84 eV
Lowest unoccupied orbital energy (alpha / beta)   0.75 / 0.75 eV

Cartesian coordinates (Å):
C1 0.555 0.548 0.027
C2 -0.308 -0.362 -0.075
N1 1.404 1.517 0.185
N2 -1.279 -1.271 -0.200
N3 1.198 -1.099 -1.144
N4 -1.532 0.805 1.132
H1 1.524 2.218 -0.532
H2 2.140 1.450 0.874
H3 -2.080 -1.097 0.394
H4 -1.058 -2.177 -0.572
H5 0.777 -1.276 -2.053
H6 1.400 -1.993 -0.699
H7 -1.703 1.699 0.671
H8 -1.037 1.039 1.992

---

Arrangement C

The following is a DFT calculation (ωB97M-V with the def2-TZVPD basis set) of C2H8N4 in the gas phase.

## Properties
Gap between HOMO and LUMO (alpha / beta)   7.80 / 6.86 eV
Lowest unoccupied orbital energy (alpha / beta)   0.83 / 0.98 eV

Cartesian coordinates (Å):
C1 1.475 0.376 -0.252
N1 -0.090 -0.983 0.017
N2 -0.023 -1.840 -1.080
N3 -1.477 0.632 1.534
C2 -0.968 1.117 0.347
N4 -0.274 0.354 -0.464
H1 0.747 -2.493 -0.955
H2 0.072 -1.344 -1.969
H3 -1.454 -0.386 1.560
H4 -2.332 1.060 1.858
H5 -1.042 2.173 0.133
H6 1.633 1.370 -0.664
H7 1.988 -0.367 -0.861
H8 1.747 0.330 0.798

---

Preferred: arrangement C; penalty for the next structure: 2.9 kcal/mol.

---

Arrangement A

The following is a DFT calculation (ωB97M-V with the def2-TZVPD basis set) of a molecular structure, C6H10O.

## Properties
Gap between HOMO and LUMO (alpha / beta)   7.93 / 7.93 eV
Lowest unoccupied orbital energy (alpha / beta)   0.56 / 0.56 eV

Cartesian coordinates (Å):
C1 -0.694 -0.319 -2.214
C2 -0.281 -0.252 -0.787
O1 -0.768 -1.054 0.135
C3 -0.486 -0.106 1.198
C4 0.770 -0.618 1.925
C5 1.593 0.154 0.893
C6 0.356 0.700 0.070
H1 -0.154 -1.123 -2.731
H2 -1.766 -0.518 -2.307
H3 -0.459 0.622 -2.718
H4 -2.583 1.440 -0.141
H5 -2.291 1.129 0.481
H6 0.891 -1.704 1.906
H7 0.860 -0.252 2.951
H8 2.111 1.014 1.321
H9 2.295 -0.421 0.285
H10 0.359 1.758 -0.186

---

Arrangement B

The following is a DFT calculation (ωB97M-V with the def2-TZVPD basis set) of C6H10O in the gas phase.

## Properties
SMILES string   C=C/C(C)=C(\C)O
Gap between HOMO and LUMO   9.73 eV
Lowest unoccupied orbital energy   0.80 eV

Cartesian coordinates (Å):
C1 1.009 -2.136 0.037
C2 1.088 -0.816 -0.074
C3 -0.146 0.097 -0.572
C4 -1.098 -0.421 -1.587
C5 -0.174 0.875 0.457
C6 0.603 1.475 1.566
O1 -1.398 1.937 0.079
H1 1.895 -2.748 0.134
H2 0.069 -2.662 -0.047
H3 2.048 -0.321 0.012
H4 -1.622 0.429 -2.023
H5 -0.550 -1.018 -2.315
H6 -1.844 -1.084 -1.144
H7 1.643 1.650 1.289
H8 0.151 2.435 1.802
H9 0.556 0.839 2.450
H10 -2.230 1.470 -0.065

---

Preferred: arrangement B; penalty for the next structure: 48.4 kcal/mol.

---

Arrangement A

The following is a DFT calculation (ωB97M-V with the def2-TZVPD basis set) of C6H10O in the gas phase.

## Properties
Gap between HOMO and LUMO   9.17 eV
Lowest unoccupied orbital energy   1.10 eV

Cartesian coordinates (Å):
C1 -0.045 1.209 -1.800
C2 -0.047 1.107 -0.318
O1 -1.347 1.327 0.242
C3 -0.961 0.182 0.954
C4 -1.123 -1.121 0.326
C5 0.239 -0.566 0.084
C6 1.403 -1.088 0.897
H1 0.962 0.969 -2.147
H2 -0.739 0.472 -2.211
H3 -0.333 2.208 -2.130
H4 0.656 1.791 0.192
H5 -0.819 0.351 2.002
H6 -1.207 -1.905 1.075
H7 -1.817 -1.205 -0.498
H8 1.871 -1.947 0.416
H9 2.200 -0.355 1.018
H10 1.106 -1.428 1.898

---

Arrangement B

The following is a DFT calculation (ωB97M-V with the def2-TZVPD basis set) of C6H10O in the gas phase.

## Properties
Gap between HOMO and LUMO (alpha / beta)   8.05 / 8.05 eV
Lowest unoccupied orbital energy (alpha / beta)   0.31 / 0.31 eV

Cartesian coordinates (Å):
O1 -0.129 -0.791 1.550
C1 0.978 -0.929 1.038
C2 1.580 -0.105 -0.062
C3 0.776 1.139 -0.411
C4 -0.504 0.879 -1.161
C5 -1.020 -0.308 -1.454
C6 -1.882 -0.712 1.342
H1 1.612 -1.747 1.426
H2 2.607 0.135 0.253
H3 1.724 -0.739 -0.949
H4 1.404 1.803 -1.015
H5 0.553 1.678 0.519
H6 -1.057 1.766 -1.465
H7 -1.958 -0.396 -1.989
H8 -0.580 -1.245 -1.134
H9 -2.049 0.352 1.082
H10 -2.055 -0.778 2.429

---

Preferred: arrangement A; penalty for the next structure: 39.5 kcal/mol.

---

Arrangement A

The following is a DFT calculation (ωB97M-V with the def2-TZVPD basis set) of C6H10O in the gas phase.

## Properties
SMILES string   C=CCCCC=O
Gap between HOMO and LUMO   10.70 eV
Lowest unoccupied orbital energy   1.01 eV

Cartesian coordinates (Å):
C1 2.860 -0.145 -0.173
C2 1.651 0.003 -0.684
C3 0.429 -0.760 -0.218
C4 -0.903 -0.128 -0.717
C5 -1.539 0.944 0.184
C6 -1.858 0.263 1.494
O1 -1.148 0.218 2.462
H1 2.975 -0.665 0.770
H2 3.705 0.306 -0.675
H3 1.494 0.569 -1.600
H4 0.389 -0.817 0.869
H5 0.483 -1.735 -0.695
H6 -0.740 0.288 -1.715
H7 -1.579 -0.974 -0.869
H8 -2.506 1.158 -0.276
H9 -0.914 1.802 0.383
H10 -2.799 -0.327 1.461

---

Arrangement B

The following is a DFT calculation (ωB97M-V with the def2-TZVPD basis set) of C6H10O in the gas phase.

## Properties
SMILES string   C[C@H]1C[C@]2(CO2)C1
Gap between HOMO and LUMO   11.07 eV
Lowest unoccupied orbital energy   1.06 eV

Cartesian coordinates (Å):
C1 -2.047 -0.315 0.566
C2 -1.056 0.088 -0.516
C3 0.109 -0.926 -0.714
C4 1.020 0.052 0.021
C5 2.469 0.120 0.170
O1 1.630 -0.285 1.249
C6 -0.027 1.158 -0.047
H1 -1.522 -0.580 1.492
H2 -2.735 0.507 0.794
H3 -2.643 -1.182 0.258
H4 -1.587 0.347 -1.439
H5 -0.002 -1.899 -0.225
H6 0.383 -1.074 -1.764
H7 3.100 -0.666 -0.244
H8 2.948 1.093 0.286
H9 0.196 1.919 -0.801
H10 -0.237 1.642 0.913

---

Preferred: arrangement A; penalty for the next structure: 11.7 kcal/mol.